{
  "formula": "C4H8O2S",
  "method": "ωB97M-V/def2-TZVPD",
  "species": ["C", "C", "C", "C", "O", "O", "S", "H", "H", "H", "H", "H", "H", "H", "H"],
  "coordinates": [[1.13527, -2.40092, 0.18385], [0.64287, 0.87379, 0.44813], [-0.47392, -0.80690, -0.99973], [-0.16761, 0.65648, -0.87593], [2.17168, -2.04983, 0.65157], [0.54318, 1.11966, -1.99414], [-1.97815, -1.38200, -0.21984], [0.29465, -3.11339, 0.27451], [1.58671, 0.44490, 0.52252], [0.54409, 1.90555, 0.65212], [0.08526, 0.42172, 1.39448], [-0.42362, -1.32404, -2.04191], [-1.16470, 1.20195, -0.77596], [1.21834, 0.44126, -2.29224], [-2.24592, -0.31570, 0.72159]],
  "nbo_charge": [0.432, -0.619, -0.453, 0.023, -0.478, -0.709, -0.016, 0.166, 0.223, 0.213, 0.194, 0.227, 0.182, 0.474, 0.142],
  "multiplicity": 1,
  "total_charge": 0,
  "molar_mass_g_mol": 120.173,
  "e_homo_ev": [-7.675, -7.633],
  "homo_lumo_gap_ev": [7.691, 8.018],
  "e_lumo_ha": [0.0006, 0.0141],
  "max_force_ha_per_bohr": 0.0861,
  "energy_ha": -705.7094,
  "e_above_lowest_ev": 5.066
}


{
  "formula": "C4H12N2",
  "method": "ωB97M-V/def2-TZVPD",
  "species": ["C", "C", "N", "H", "H", "H", "H", "H", "H", "H", "C", "C", "N", "H", "H", "H", "H", "H"],
  "coordinates": [[-1.44459, 1.50629, -1.35233], [-1.27840, 1.99824, 0.09374], [-0.02955, 1.34138, 0.68079], [-1.79762, 0.55604, -1.49770], [-2.00898, 2.16411, -2.03748], [-0.49127, 1.61849, -1.79769], [-1.12995, 3.06913, 0.14459], [-2.16255, 1.70855, 0.67910], [0.18371, 0.40015, 0.92899], [0.16445, 1.75236, 1.57633], [0.73567, -1.80256, -0.58471], [1.88408, -2.10448, 1.43568], [1.13363, -1.33735, 0.81072], [0.14360, -1.12623, -1.14883], [0.00010, -2.74115, -0.43875], [1.61892, -2.16188, -1.06986], [2.60194, -2.86634, 0.97188], [1.87679, -1.97476, 2.60553]],
  "mulliken_spin": [0.008, -0.003, 0.048, -0.009, 0.006, -0.005, -0.003, 0.000, -0.001, -0.004, 0.821, 0.703, -0.215, -0.084, -0.285, 0.062, 0.032, -0.071],
  "multiplicity": 2,
  "total_charge": -1,
  "molar_mass_g_mol": 88.154,
  "e_homo_ev": [1.021, -3.791],
  "homo_lumo_gap_ev": [2.792, 7.574],
  "s_squared": 0.7525,
  "e_lumo_ha": [0.1401, 0.1390],
  "max_force_ha_per_bohr": 0.1260,
  "energy_ha": -268.9765,
  "e_above_lowest_ev": 2.098
}


{
  "formula": "C29H16IrN6O5S2",
  "method": "ωB97M-V/def2-TZVPD",
  "species": ["Ir", "S", "N", "C", "C", "C", "C", "C", "N", "C", "C", "N", "C", "C", "C", "C", "C", "N", "H", "H", "H", "H", "H", "H", "O", "C", "O", "C", "C", "C", "C", "C", "C", "C", "C", "C", "N", "H", "H", "H", "H", "H", "H", "O", "C", "N", "S", "O", "O", "C", "C", "C", "C", "C", "C", "H", "H", "H", "H"],
  "coordinates": [[-1.05908, 0.29272, -1.08282], [4.20926, 5.60773, -1.38670], [4.34584, 3.99914, -1.41742], [3.12043, 3.50546, -1.40757], [2.78693, 2.08903, -1.43784], [3.69484, 1.06596, -1.53993], [3.22114, -0.26160, -1.61504], [1.87418, -0.50700, -1.55428], [0.96200, 0.47826, -1.40016], [1.40139, 1.79032, -1.37994], [0.40968, 2.78071, -1.33378], [-0.89001, 2.33870, -1.31021], [-1.89081, 3.23434, -1.37276], [-1.66028, 4.58954, -1.41652], [-0.34046, 5.06651, -1.40112], [0.69880, 4.16769, -1.36455], [2.11039, 4.51150, -1.37581], [2.60044, 5.73858, -1.36364], [4.75145, 1.28931, -1.59328], [3.89938, -1.09053, -1.74965], [1.48058, -1.50816, -1.64070], [-2.89053, 2.82272, -1.38651], [-2.49959, 5.26589, -1.46947], [-0.12828, 6.12666, -1.43244], [-4.71460, 0.73146, 0.61233], [-3.54352, 0.59666, 0.37130], [-3.01751, 0.52036, -0.82312], [-2.56325, 0.52024, 1.53323], [-3.03833, 0.46342, 2.84086], [-2.13194, 0.35247, 3.87300], [-0.75863, 0.30017, 3.56712], [0.24481, 0.13663, 4.54097], [1.60920, 0.04985, 4.18809], [1.98962, 0.12359, 2.86882], [1.01841, 0.29087, 1.87176], [-0.36810, 0.38042, 2.21276], [-1.26377, 0.49408, 1.23226], [-4.10755, 0.49536, 2.99683], [-2.46136, 0.29358, 4.90248], [-0.03957, 0.06710, 5.58390], [2.34712, -0.07436, 4.96838], [3.03104, 0.05653, 2.58703], [1.29440, 0.36316, 0.83005], [0.17959, -2.04267, 0.94284], [-0.39661, -2.47403, -0.04359], [-0.98300, -1.68254, -1.01067], [-1.59810, -2.57717, -2.30903], [-0.78388, -2.29069, -3.44961], [-3.01157, -2.40289, -2.37207], [-1.17172, -4.12370, -1.58683], [-1.40200, -5.38425, -2.09779], [-0.96600, -6.46056, -1.33449], [-0.32584, -6.26640, -0.11208], [-0.10396, -4.98960, 0.38237], [-0.54026, -3.91512, -0.37498], [-1.89904, -5.52929, -3.04674], [-1.12745, -7.46656, -1.69719], [0.00149, -7.12619, 0.45621], [0.39416, -4.82343, 1.32770]],
  "mulliken_spin": [1.836, 0.012, -0.006, -0.020, -0.004, 0.126, 0.125, -0.039, 0.178, 0.172, 0.110, 0.067, -0.022, 0.128, 0.045, 0.042, -0.009, 0.005, 0.004, 0.009, 0.031, 0.011, 0.009, -0.002, 0.033, 0.008, 0.048, -0.051, 0.033, 0.053, -0.033, 0.281, 0.117, 0.050, -0.055, 0.130, 0.122, 0.005, 0.002, -0.002, 0.005, 0.000, 0.305, 0.071, -0.017, 0.078, -0.021, 0.010, 0.008, 0.016, -0.002, 0.006, 0.000, 0.002, -0.010, 0.000, 0.000, 0.000, 0.000],
  "multiplicity": 5,
  "total_charge": 1,
  "molar_mass_g_mol": 784.835,
  "e_homo_ev": [-8.182, -11.329],
  "homo_lumo_gap_ev": [3.158, 3.593],
  "s_squared": 6.0480,
  "e_lumo_ha": [-0.1846, -0.2843],
  "max_force_ha_per_bohr": 0.0074,
  "energy_ha": -2719.9162,
  "e_above_lowest_ev": 0.179
}


{
  "formula": "C60H44BrCrF5N2O2PS3",
  "method": "ωB97M-V/def2-TZVPD",
  "species": ["Cr", "F", "C", "C", "F", "C", "F", "C", "P", "C", "C", "C", "C", "C", "C", "C", "C", "C", "C", "C", "C", "C", "Br", "C", "F", "H", "H", "H", "H", "H", "H", "H", "H", "H", "H", "C", "C", "C", "C", "C", "C", "C", "S", "O", "C", "C", "C", "C", "C", "C", "C", "C", "C", "C", "C", "C", "C", "C", "C", "C", "C", "C", "C", "C", "S", "O", "C", "C", "C", "C", "C", "C", "C", "H", "H", "H", "H", "H", "H", "H", "H", "H", "H", "H", "H", "H", "H", "H", "H", "H", "H", "H", "H", "H", "H", "H", "H", "H", "H", "F", "C", "H", "H", "N", "C", "N", "C", "C", "C", "C", "C", "C", "S", "H", "H", "H", "H", "H", "H"],
  "coordinates": [[0.03346, 0.38917, -0.20205], [-4.13586, -1.12538, 6.42482], [-3.35072, -0.66348, 5.46619], [-2.73515, 0.56794, 5.60471], [-2.93134, 1.28218, 6.70488], [-1.90947, 1.04340, 4.60513], [-1.34170, 2.22456, 4.82950], [-1.66308, 0.32901, 3.43064], [-0.46313, 0.96145, 2.15430], [0.97707, 0.94132, 3.30395], [1.53858, -0.31665, 3.52284], [2.60568, -0.47398, 4.39146], [3.11873, 0.62807, 5.06082], [2.55739, 1.87964, 4.85585], [1.49081, 2.04033, 3.98191], [-1.02170, 2.69702, 2.04274], [-0.11949, 3.71492, 1.74299], [-0.57411, 5.00960, 1.56280], [-1.92882, 5.29509, 1.65444], [-2.83519, 4.27610, 1.90235], [-2.38366, 2.97802, 2.08352], [-2.29639, -0.91365, 3.32416], [-2.04458, -1.99824, 1.80913], [-3.12735, -1.39998, 4.31966], [-3.72043, -2.58306, 4.19259], [1.12905, -1.17959, 3.00656], [3.04220, -1.45323, 4.54353], [3.95036, 0.51376, 5.74453], [2.95153, 2.74186, 5.37835], [1.06006, 3.02148, 3.85657], [0.92537, 3.47395, 1.60117], [0.13019, 5.79716, 1.32807], [-2.28092, 6.30835, 1.50885], [-3.89546, 4.48965, 1.94957], [-3.10019, 2.18071, 2.24606], [8.11724, 2.97223, 1.61076], [6.85040, 2.31724, 1.13683], [6.56153, 2.23197, -0.22321], [5.34901, 1.72617, -0.65690], [4.41384, 1.28222, 0.27154], [4.68791, 1.34780, 1.62787], [5.90686, 1.85011, 2.04944], [2.82025, 0.85278, -0.40342], [1.78286, 1.24815, 0.64345], [2.71879, -1.02541, -0.29888], [3.45954, -1.56183, 0.88812], [3.96441, -2.80094, 0.86897], [3.94958, -3.60385, -0.33373], [4.21949, -4.97304, -0.32638], [4.29850, -5.69281, -1.50175], [4.14350, -5.02670, -2.72172], [3.86870, -3.67896, -2.76021], [3.72602, -2.92718, -1.56724], [3.31991, -1.56432, -1.56615], [3.50736, -0.73293, -2.74025], [4.81756, -0.68624, -3.36242], [5.95192, -1.23839, -2.72748], [7.20053, -1.12450, -3.27763], [7.38236, -0.46174, -4.50404], [6.30939, 0.10670, -5.13274], [5.01500, 0.03085, -4.57077], [3.92272, 0.71471, -5.16040], [2.72555, 0.77032, -4.51588], [2.52593, 0.06845, -3.31396], [0.90860, 0.45004, -2.56594], [0.70083, 1.86093, -2.92108], [-0.05150, -0.49200, -3.76865], [0.09573, -1.86496, -3.89553], [-0.66483, -2.54065, -4.83481], [-1.57123, -1.86216, -5.64424], [-2.42948, -2.59929, -6.63418], [-1.68935, -0.48062, -5.50686], [-0.94345, 0.20576, -4.56334], [8.92152, 2.85244, 0.88603], [8.44209, 2.56710, 2.56849], [7.94554, 4.04310, 1.74199], [7.27916, 2.59059, -0.95122], [5.11727, 1.67714, -1.71521], [3.94621, 1.03975, 2.35424], [6.12389, 1.89479, 3.11050], [3.45267, -0.97062, 1.79494], [4.41055, -3.22303, 1.76349], [4.36721, -5.47047, 0.62713], [4.49270, -6.75765, -1.48298], [4.22712, -5.58162, -3.64901], [3.72719, -3.17855, -3.71114], [5.83357, -1.73669, -1.77498], [8.05704, -1.54050, -2.76245], [8.37358, -0.38030, -4.93231], [6.43744, 0.64661, -6.06408], [4.06548, 1.22058, -6.10727], [1.90580, 1.35171, -4.91884], [0.81784, -2.39873, -3.28508], [-0.54875, -3.61240, -4.94308], [-2.06197, -3.61081, -6.79956], [-2.46168, -2.07400, -7.58894], [-3.45711, -2.66745, -6.26638], [-2.38409, 0.05873, -6.14041], [-1.02025, 1.27975, -4.43934], [-0.56397, 2.18686, -0.57704], [1.19786, -1.34386, -0.13162], [1.07397, -1.92209, 0.79109], [0.94022, -2.01553, -0.95335], [-2.88157, 1.65305, -1.29091], [-2.82255, 0.33478, -1.48051], [-1.89377, -0.47797, -1.02201], [-2.20982, -1.80642, -1.32311], [-1.51651, -2.95124, -0.94121], [-1.97954, -4.19747, -1.32833], [-3.13823, -4.34115, -2.08340], [-3.86437, -3.21879, -2.44625], [-3.39286, -1.97894, -2.05504], [-4.15357, -0.43687, -2.32750], [-2.00408, 2.13096, -1.01477], [-3.54612, 2.17038, -1.84009], [-0.62901, -2.87485, -0.33085], [-1.42459, -5.07623, -1.02568], [-3.49018, -5.32412, -2.36631], [-4.78308, -3.30358, -3.01243]],
  "mulliken_spin": [3.328, 0.000, 0.000, -0.001, 0.000, -0.003, 0.000, -0.029, -0.028, -0.029, -0.002, 0.002, -0.001, 0.001, -0.005, 0.003, 0.007, 0.000, -0.003, 0.003, -0.003, 0.000, 0.007, -0.002, 0.000, -0.005, 0.000, 0.000, 0.000, 0.000, 0.002, 0.000, 0.000, 0.000, -0.002, 0.000, -0.001, 0.001, -0.001, 0.005, 0.000, 0.001, 0.030, -0.077, 0.040, -0.024, 0.008, -0.013, 0.010, -0.009, 0.006, -0.014, 0.002, -0.011, 0.006, 0.000, -0.004, -0.001, 0.001, 0.000, 0.001, -0.003, 0.003, 0.009, -0.038, -0.006, 0.005, 0.004, 0.003, -0.001, 0.000, 0.000, 0.002, 0.000, 0.000, 0.000, 0.000, 0.000, -0.003, 0.000, -0.007, 0.000, 0.000, -0.001, 0.000, -0.001, -0.001, 0.000, 0.000, 0.000, 0.000, 0.001, -0.001, 0.000, 0.000, 0.000, 0.000, 0.000, 0.001, 0.042, -0.192, -0.031, 0.028, 0.011, 0.032, -0.077, 0.036, -0.007, -0.002, 0.001, 0.000, -0.002, 0.001, 0.002, -0.001, -0.004, 0.000, 0.000, 0.000],
  "multiplicity": 4,
  "total_charge": 0,
  "molar_mass_g_mol": 1179.089,
  "e_homo_ev": [-5.218, -5.295],
  "homo_lumo_gap_ev": [4.539, 5.238],
  "s_squared": 3.8745,
  "e_lumo_ha": [-0.0250, -0.0021],
  "max_force_ha_per_bohr": 0.0380,
  "energy_ha": -8226.4992,
  "e_above_lowest_ev": 4.266
}


{
  "formula": "C4H9NO",
  "method": "ωB97M-V/def2-TZVPD",
  "species": ["C", "C", "O", "C", "N", "C", "H", "H", "H", "H", "H", "H", "H", "H", "H"],
  "coordinates": [[-2.32931, -0.49444, -0.04143], [-0.82285, -0.28149, -0.01772], [-0.52199, 1.12940, 0.13358], [0.74355, 1.48892, 0.49476], [1.83599, 0.86869, 0.53967], [2.15876, -0.30771, -0.20192], [-2.78878, -0.16343, 0.89321], [-2.79511, 0.04680, -0.87013], [-2.54993, -1.56328, -0.17171], [-0.37256, -0.83583, 0.81395], [-0.38308, -0.65436, -0.94940], [1.00570, 2.53324, 0.62033], [1.79281, -0.19635, -1.23098], [1.77905, -1.23736, 0.22226], [3.24775, -0.33280, -0.23448]],
  "nbo_charge": [-0.624, -0.071, -0.518, 0.410, -0.517, -0.446, 0.216, 0.216, 0.217, 0.180, 0.178, 0.182, 0.185, 0.187, 0.204],
  "multiplicity": 1,
  "total_charge": 0,
  "molar_mass_g_mol": 87.122,
  "e_homo_ev": -9.095,
  "homo_lumo_gap_ev": 10.012,
  "e_lumo_ha": 0.0337,
  "max_force_ha_per_bohr": 0.0383,
  "energy_ha": -287.7490,
  "smiles": "CCO/C=N\\C",
  "e_above_lowest_ev": 2.271
}